Record 1
Entry from OMol25: a cluster of 2 separate species, C4H5N3OS3 in total at a distorted geometry (the ωB97M-V functional and the def2-TZVPD basis).

Results
E_tot: -43250.535 eV
gap between HOMO and LUMO: 8.79 eV
total charge: 0
spin multiplicity: 1

Structure (XYZ):
```
16
C4H5N3OS3 the ωB97M-V functional and the def2-TZVPD basis
C 0.335 1.601 0.260
C -3.145 0.443 -0.150
C 1.309 -2.839 -0.406
C 0.696 0.185 0.510
N 1.697 -1.668 -0.206
N 1.170 -0.493 -0.454
N 1.037 2.150 -0.744
O -0.553 2.122 0.893
S -2.381 1.033 -1.381
S -0.047 -0.616 1.975
S -3.874 -0.204 1.077
H 0.334 -3.154 -0.883
H 1.865 -3.695 -0.203
H 1.730 1.612 -1.122
H 0.665 3.076 -1.091
H -0.839 0.447 1.927
```

Record 2
Entry from OMol25: a structure of composition C4H5N3S at a distorted geometry (the ωB97M-V functional and the def2-TZVPD basis).

Results
E_tot: -19532.271 eV
gap between HOMO and LUMO: 8.32 eV
total charge: 0
spin multiplicity: 1

Structure (XYZ):
```
13
C4H5N3S the ωB97M-V functional and the def2-TZVPD basis
C 1.383 -0.571 -1.710
C -0.305 -1.153 -0.308
C 1.079 1.042 -0.108
C -1.281 0.428 1.297
N 1.754 0.581 -1.030
N 0.442 -1.378 -1.382
N -0.496 -0.011 0.260
S 1.001 2.317 0.844
H 2.055 -0.996 -2.486
H -0.996 -1.912 -0.162
H -0.812 0.678 2.227
H -1.807 1.372 0.980
H -2.017 -0.398 1.579
```

Record 3
Entry from OMol25: an isolated molecule of C4H5N5 (the ωB97M-V functional and the def2-TZVPD basis).

Results
E_tot: -11676.075 eV
gap between HOMO and LUMO (spin up / spin down): 6.46 / 7.65 eV
total charge: 0
spin multiplicity: 1

Structure (XYZ):
```
14
C4H5N5 the ωB97M-V functional and the def2-TZVPD basis
N -0.014 -0.363 1.111
C 0.124 0.800 0.409
C -0.122 -1.514 0.334
N -0.261 1.983 0.966
N -0.061 -2.669 0.832
N 0.897 1.099 -1.955
C 0.342 0.560 -0.962
C -0.236 -1.099 -1.116
N -0.558 -1.654 -2.123
H -0.230 -0.399 2.097
H -0.178 2.804 0.389
H -1.047 1.991 1.603
H -0.209 -3.383 0.123
H 1.552 1.845 -1.708
```

Record 4
Entry from OMol25: an isolated molecule of C4H5NO (the ωB97M-V functional and the def2-TZVPD basis).

Results
E_tot: -7764.880 eV
gap between HOMO and LUMO: 10.86 eV
SMILES: C#CC(=O)NC
total charge: 0
spin multiplicity: 1

Structure (XYZ):
```
11
C4H5NO the ωB97M-V functional and the def2-TZVPD basis
C 2.969 -0.026 0.034
C 1.800 0.104 0.295
C 0.378 0.281 0.618
O 0.000 0.776 1.665
N -0.450 -0.167 -0.364
C -1.891 -0.085 -0.247
H 4.007 -0.135 -0.190
H -0.037 -0.549 -1.200
H -2.345 -1.031 -0.555
H -2.302 0.729 -0.858
H -2.129 0.103 0.801
```

Record 5
Entry from OMol25: an isolated molecule of C4H5NO (the ωB97M-V functional and the def2-TZVPD basis).

Results
E_tot: -7763.538 eV
gap between HOMO and LUMO: 9.42 eV
total charge: 0
spin multiplicity: 1

Structure (XYZ):
```
11
C4H5NO the ωB97M-V functional and the def2-TZVPD basis
N -1.977 -0.284 -0.374
C -0.633 -0.067 -0.176
C 0.277 -0.443 0.724
C 1.521 0.292 0.339
C 1.236 0.996 -0.947
O -0.074 0.819 -1.114
H -2.280 -0.147 -1.328
H -2.328 -1.141 0.029
H 0.129 -1.110 1.564
H 2.492 -0.196 0.446
H 1.636 1.281 0.838
```

Record 6
Entry from OMol25: an isolated molecule of C4H5NO (the ωB97M-V functional and the def2-TZVPD basis).

Results
E_tot: -7764.768 eV
gap between HOMO and LUMO: 10.00 eV
SMILES: N=C=CCC=O
total charge: 0
spin multiplicity: 1

Structure (XYZ):
```
11
C4H5NO the ωB97M-V functional and the def2-TZVPD basis
N -2.243 1.066 0.780
C -1.183 0.460 0.912
C 0.013 -0.070 1.025
C 1.041 0.273 -0.033
C 0.782 -0.700 -1.165
O 0.328 -0.393 -2.239
H -2.869 0.643 0.096
H 0.182 -0.882 1.722
H 2.059 0.170 0.357
H 0.904 1.292 -0.403
H 0.955 -1.767 -0.908
```

Record 7
Entry from OMol25: an isolated molecule of C4H5NO at a distorted geometry (the ωB97M-V functional and the def2-TZVPD basis).

Results
E_tot: -7764.523 eV
gap between HOMO and LUMO: 9.72 eV
SMILES: O=C1CC=CN1
total charge: 0
spin multiplicity: 1

Structure (XYZ):
```
11
C4H5NO the ωB97M-V functional and the def2-TZVPD basis
O -0.451 1.937 -1.366
C -0.113 1.011 -0.590
C -1.023 -0.200 -0.481
C -0.002 -1.322 0.197
C 0.968 -0.512 0.581
N 0.991 0.786 0.149
H -1.707 -0.501 -1.381
H -1.827 0.189 0.503
H -0.365 -2.192 0.851
H 1.805 -0.582 1.180
H 1.725 1.386 0.359
```

Record 8
Entry from OMol25: a structure of composition C4H5NO at a distorted geometry (the ωB97M-V functional and the def2-TZVPD basis).

Results
E_tot: -7761.949 eV
gap between HOMO and LUMO: 9.98 eV
total charge: 0
spin multiplicity: 1

Structure (XYZ):
```
11
C4H5NO the ωB97M-V functional and the def2-TZVPD basis
C -0.399 1.278 -0.746
C -0.328 -1.018 0.308
C 0.510 0.006 0.982
C 0.065 0.032 -1.298
N 0.787 0.838 -0.198
O -1.148 2.188 -0.616
H 0.257 -1.989 0.164
H -1.331 -1.198 0.497
H -0.296 0.562 1.628
H 1.326 -0.389 1.568
H 0.557 -0.310 -2.289
```